{
  "formula": "C6H7N2",
  "method": "ωB97M-V with the def2-TZVPD basis set",
  "smiles": "Cc1cc#cc([NH3+])n1",
  "total_charge": 1,
  "de_lowest_kcal_mol": 85.4,
  "orbital_gap_ha": [0.3449, 0.3448],
  "multiplicity": 1,
  "energy_ev": -9304.4330,
  "e_homo_ev": [-14.35, -14.35],
  "elements": ["C", "C", "C", "C", "C", "C", "N", "N", "H", "H", "H", "H", "H", "H", "H"],
  "positions_angstrom": [[-0.9725, 0.2842, -1.7438], [0.1013, 0.9196, -1.6228], [-1.5368, -0.5865, -0.8508], [0.8278, 0.8234, -0.5017], [-0.5971, -0.7567, 0.1775], [-0.9763, -1.8471, 1.3058], [0.5641, -0.1010, 0.3824], [1.9537, 1.9541, -0.1641], [-2.4779, -1.0792, -0.9995], [-0.7474, -1.2592, 2.1839], [-0.3328, -2.7340, 1.0938], [-1.9933, -2.1131, 1.0917], [2.7837, 1.4278, 0.0761], [1.4590, 2.5397, 0.5937], [1.9445, 2.5280, -1.0220]],
  "forces_ev_per_angstrom": [[1.12, 0.32, 0.75], [-0.99, 0.90, -1.45], [0.57, 0.57, -1.46], [1.29, 1.23, 0.04], [-0.29, -2.72, 2.69], [1.67, 1.56, -2.87], [-1.02, 0.43, -0.13], [-4.10, -0.89, 0.11], [-0.15, -0.28, 0.53], [-0.31, -0.83, 0.71], [-0.34, 0.74, 0.68], [-0.54, -0.11, 0.64], [0.62, 0.62, 0.30], [1.65, -1.19, -0.95], [0.82, -0.34, 0.41]],
  "lowdin_charge": [0.12, 0.06, 0.02, -0.28, -0.25, 0.02, 0.17, 0.26, 0.12, 0.08, 0.10, 0.06, 0.15, 0.21, 0.16]
}


{
  "formula": "C30H84N4O14",
  "method": "ωB97M-V with the def2-TZVPD basis set",
  "smiles": "COCCNCCOC.COCCNCCOC.COCCNCCOC.COCCNCCOC.CO.CO.CO.CO.CO.CO",
  "de_lowest_kcal_mol": 45.4,
  "orbital_gap_ha": 0.3173,
  "multiplicity": 1,
  "energy_ev": -67086.5052,
  "e_homo_ev": -8.47,
  "elements": ["C", "O", "C", "C", "N", "C", "C", "O", "C", "H", "H", "H", "H", "H", "H", "H", "H", "H", "H", "H", "H", "H", "H", "H", "C", "O", "C", "C", "N", "C", "C", "O", "C", "H", "H", "H", "H", "H", "H", "H", "H", "H", "H", "H", "H", "H", "H", "H", "C", "O", "C", "C", "N", "C", "C", "O", "C", "H", "H", "H", "H", "H", "H", "H", "H", "H", "H", "H", "H", "H", "H", "H", "C", "O", "C", "C", "N", "C", "C", "O", "C", "H", "H", "H", "H", "H", "H", "H", "H", "H", "H", "H", "H", "H", "H", "H", "C", "O", "H", "H", "H", "H", "C", "O", "H", "H", "H", "H", "C", "O", "H", "H", "H", "H", "C", "O", "H", "H", "H", "H", "C", "O", "H", "H", "H", "H", "C", "O", "H", "H", "H", "H"],
  "positions_angstrom": [[-7.0338, 0.5302, 2.7735], [-7.9490, -0.5196, 3.0559], [-8.3079, -1.2578, 1.8897], [-9.0921, -2.6278, 2.1359], [-10.3864, -2.3669, 2.6785], [-11.0588, -3.5981, 3.1112], [-11.4183, -4.6739, 2.0174], [-12.0304, -5.8178, 2.6144], [-12.1710, -6.8611, 1.6898], [-6.6717, 0.9089, 3.7293], [-7.5672, 1.3702, 2.3286], [-6.2326, 0.3076, 2.0689], [-7.4132, -1.5947, 1.3661], [-8.9010, -0.6034, 1.2508], [-8.4426, -3.2014, 2.7971], [-9.1450, -3.2344, 1.2318], [-10.2907, -1.7449, 3.4685], [-12.0350, -3.3627, 3.5351], [-10.4183, -4.0720, 3.8550], [-10.4981, -5.0304, 1.5545], [-11.9767, -4.1732, 1.2265], [-12.5440, -7.7259, 2.2385], [-11.3075, -7.1936, 1.1135], [-12.9504, -6.5777, 0.9825], [-0.7161, -3.1062, 7.6955], [-0.6583, -3.5910, 6.3227], [-1.7088, -3.1078, 5.5193], [-1.6753, -3.7792, 4.1507], [-1.9328, -5.2531, 4.2865], [-1.8780, -5.8503, 2.9657], [-3.0618, -5.6351, 2.0814], [-3.1368, -4.3196, 1.4992], [-2.1834, -4.0936, 0.5101], [-0.0040, -3.7054, 8.2629], [-1.6969, -3.2723, 8.1412], [-0.3910, -2.0785, 7.8579], [-1.6758, -2.0277, 5.3765], [-2.6566, -3.3832, 5.9817], [-0.6953, -3.5251, 3.7468], [-2.5013, -3.3101, 3.6161], [-1.1013, -5.6856, 4.6630], [-1.8049, -6.9330, 3.0679], [-0.9461, -5.5553, 2.4833], [-3.9975, -5.7820, 2.6208], [-3.0529, -6.3546, 1.2628], [-2.3393, -4.6998, -0.3822], [-1.1751, -4.1528, 0.9199], [-2.3071, -3.0558, 0.2005], [1.9221, 6.5163, 6.9699], [2.2881, 7.0091, 5.6140], [1.5611, 6.5647, 4.5349], [2.0465, 7.1933, 3.2213], [1.6935, 8.6450, 3.1901], [1.8828, 9.2937, 1.8599], [1.8282, 10.8490, 1.9264], [3.0341, 11.3633, 2.5252], [3.2270, 12.7529, 2.2662], [2.6536, 6.9578, 7.6468], [1.9101, 5.4267, 6.9984], [0.9743, 6.8254, 7.4106], [0.4926, 6.7734, 4.5892], [1.7270, 5.4876, 4.5122], [1.6140, 6.7504, 2.3242], [3.1230, 7.0422, 3.1414], [2.2657, 9.0934, 3.8913], [1.1360, 8.9131, 1.1632], [2.8565, 8.9635, 1.4980], [0.9555, 11.1976, 2.4787], [1.8513, 11.1712, 0.8854], [3.4209, 12.9174, 1.2062], [4.0781, 13.0081, 2.8975], [2.3682, 13.3494, 2.5739], [6.2460, -6.8708, -4.9257], [6.3526, -6.6321, -3.5450], [6.2427, -5.2493, -3.1838], [6.3333, -5.1900, -1.6546], [7.7180, -5.3563, -1.1886], [8.4805, -4.1724, -1.2076], [10.0013, -4.3556, -1.0062], [10.5688, -5.0767, -2.0672], [11.8856, -5.4377, -1.8741], [6.0306, -7.9338, -5.0337], [7.1616, -6.6109, -5.4569], [5.3968, -6.4573, -5.4697], [5.2439, -4.9583, -3.5091], [6.9809, -4.6506, -3.7174], [5.6867, -5.9679, -1.2487], [5.9629, -4.2774, -1.1875], [8.2645, -6.0005, -1.7421], [8.1629, -3.5345, -0.3827], [8.3019, -3.5791, -2.1044], [10.1418, -4.8700, -0.0556], [10.5363, -3.4119, -1.1118], [12.2065, -6.2024, -2.5815], [12.1007, -5.8835, -0.9029], [12.5368, -4.5707, -1.9842], [2.0667, 7.2795, -6.0920], [1.9572, 8.6727, -6.3735], [2.4540, 6.6841, -6.9188], [2.6571, 7.0212, -5.2129], [1.0969, 6.9096, -5.7592], [2.8242, 8.9200, -6.7033], [4.0859, 0.1831, -7.3991], [4.7425, 0.6559, -6.2751], [4.6265, -0.6347, -7.8756], [3.1054, -0.1626, -7.0715], [3.9250, 0.9879, -8.1163], [5.6033, 0.9125, -6.6141], [-4.1507, -1.3331, -7.8883], [-3.0529, -2.2989, -8.0274], [-3.7411, -0.3553, -7.6347], [-4.7035, -1.2633, -8.8251], [-4.9087, -1.6544, -7.1739], [-3.1680, -2.7755, -8.8527], [-6.4159, 3.2514, -3.9639], [-5.6864, 4.4349, -4.3210], [-7.2135, 3.4948, -3.2619], [-6.9521, 2.7550, -4.7727], [-5.7706, 2.5086, -3.4950], [-6.1538, 4.9017, -5.0176], [0.7173, 1.7388, -2.4143], [1.8725, 1.1957, -1.9060], [-0.1392, 1.5292, -1.7735], [0.8218, 2.8215, -2.4837], [0.4733, 1.2705, -3.3678], [2.4910, 1.0853, -2.6319], [8.0237, 3.2628, -1.3273], [6.8386, 3.9334, -0.9326], [8.8894, 3.8908, -1.1169], [8.1923, 2.4011, -0.6815], [8.1733, 3.0023, -2.3751], [6.1032, 3.3370, -1.0909]],
  "forces_ev_per_angstrom": [[-0.92, 0.60, 0.21], [0.24, -0.95, -0.16], [-0.48, -1.28, -0.37], [1.47, 2.00, 0.46], [-1.12, -0.68, -0.63], [-0.56, -0.76, -0.16], [1.49, 0.71, 0.59], [0.68, 1.05, -0.06], [-1.30, -0.41, -0.01], [0.27, -0.31, -0.07], [-0.24, 0.17, -0.22], [0.17, -0.59, 0.23], [0.31, 0.34, -0.18], [-0.10, -0.05, -0.28], [0.15, -0.30, 0.49], [-0.06, 0.49, -0.33], [-0.12, 0.01, 0.09], [0.17, 0.25, 0.39], [-0.20, -0.46, 0.30], [0.26, 0.02, -0.19], [-0.63, -0.23, -0.04], [0.05, 0.02, 0.06], [0.56, 0.46, 0.24], [-0.09, -0.10, -0.37], [0.47, -1.01, -0.62], [0.27, 0.78, 1.31], [-0.40, -0.69, -0.16], [-0.32, -0.33, 1.81], [0.37, 1.04, -0.73], [0.03, -0.72, -0.26], [-0.43, 0.87, -0.77], [-0.62, -0.57, 0.60], [0.10, 0.98, -0.03], [-0.02, -0.18, -0.14], [-0.20, 0.10, -0.17], [-0.23, 0.29, -0.58], [0.15, 0.26, 0.13], [-0.28, 0.15, 0.18], [0.06, -0.21, -0.66], [0.28, -0.25, -0.44], [0.09, 0.41, 1.08], [0.02, -0.18, 0.26], [0.11, 0.08, -0.51], [0.07, 0.10, 0.17], [0.11, -0.24, -0.15], [0.19, -0.41, 0.02], [0.23, -0.35, -0.29], [-0.06, 0.06, -0.05], [0.49, 0.50, -1.35], [0.18, 1.00, 2.88], [-0.59, -1.01, -1.21], [0.02, 1.35, 0.35], [-0.31, -0.44, -0.34], [0.46, 0.05, 1.64], [1.32, -1.14, -0.19], [-0.74, -0.21, -0.09], [0.04, -0.91, 0.56], [0.31, -0.37, -0.28], [0.38, -0.10, -0.10], [-0.49, 0.42, -0.84], [-0.23, 0.04, 0.35], [-0.36, -0.46, -0.50], [-0.32, -0.37, 0.29], [0.34, -0.01, -0.03], [0.09, 0.31, -0.06], [-0.21, 0.12, 0.08], [0.29, 0.39, -0.51], [-0.16, 0.05, -0.13], [-0.52, 0.29, -0.15], [0.15, 0.13, -0.09], [0.04, 0.31, -0.32], [-0.17, 0.05, 0.03], [-0.02, -0.95, -0.19], [0.00, 0.48, 0.06], [-1.05, -0.66, 0.24], [1.04, -0.20, -0.26], [-0.04, -1.33, 0.31], [1.01, 1.81, 0.35], [-0.67, 0.18, -0.70], [-1.20, -1.44, -0.74], [1.10, -0.21, 0.14], [0.54, -0.20, 0.07], [0.12, 0.04, -0.07], [-0.24, 0.89, 0.45], [-0.15, 0.50, -0.05], [0.23, 0.12, 0.13], [0.17, -0.27, -0.10], [-0.03, 0.30, -0.47], [-0.58, -0.68, -0.24], [-0.03, 0.24, 0.20], [0.18, 0.24, -0.47], [0.35, 0.07, 0.20], [-0.39, 0.62, 1.08], [-0.33, 0.18, -0.35], [-0.29, 0.07, 0.42], [0.27, 0.19, -0.01], [-0.50, -0.38, 0.74], [0.37, -0.72, 0.08], [-0.21, 0.10, -0.22], [0.64, 0.51, 0.08], [-0.29, 0.13, -0.64], [-0.01, 0.36, -0.03], [-1.11, -0.28, -0.61], [0.93, 0.36, 0.66], [-0.06, -0.14, -0.11], [0.02, -0.15, -0.15], [-0.05, 0.00, -0.29], [0.26, 0.22, 0.51], [0.48, -0.90, -0.75], [-0.93, 0.89, 0.40], [-0.01, -0.17, 0.09], [0.17, 0.23, -0.19], [0.38, -0.11, 0.41], [-0.09, 0.05, 0.05], [-0.57, 0.33, 0.19], [-0.04, -0.83, 0.05], [0.07, 0.13, 0.34], [0.37, 0.12, -0.51], [0.26, 0.33, -0.10], [-0.10, -0.07, 0.03], [-1.21, 0.43, -0.55], [1.35, -0.88, 0.80], [0.19, -0.05, 0.31], [-0.27, 0.17, -0.37], [-0.13, 0.35, -0.32], [0.10, -0.02, 0.10], [0.98, 0.05, 0.86], [0.24, 0.00, -0.61], [-0.25, 0.45, 0.16], [-0.10, -0.40, -0.23], [-0.77, -0.11, -0.20], [-0.10, 0.01, 0.02]],
  "lowdin_charge": [-0.12, -0.20, -0.20, -0.22, -0.08, -0.19, -0.21, -0.18, -0.13, 0.09, 0.08, 0.08, 0.11, 0.12, 0.11, 0.11, 0.11, 0.12, 0.11, 0.10, 0.12, 0.09, 0.09, 0.08, -0.08, -0.19, -0.26, -0.18, -0.03, -0.26, -0.20, -0.21, -0.13, 0.08, 0.08, 0.08, 0.12, 0.12, 0.12, 0.12, 0.10, 0.12, 0.11, 0.13, 0.12, 0.09, 0.08, 0.09, -0.05, -0.19, -0.28, -0.19, -0.07, -0.19, -0.20, -0.21, -0.11, 0.08, 0.08, 0.08, 0.12, 0.11, 0.11, 0.11, 0.10, 0.11, 0.11, 0.12, 0.11, 0.08, 0.09, 0.08, -0.13, -0.19, -0.20, -0.17, -0.07, -0.25, -0.21, -0.19, -0.14, 0.09, 0.09, 0.08, 0.12, 0.12, 0.11, 0.12, 0.11, 0.12, 0.11, 0.12, 0.12, 0.09, 0.09, 0.09, -0.18, -0.11, 0.07, 0.07, 0.08, 0.07, -0.20, -0.11, 0.08, 0.08, 0.08, 0.08, -0.13, -0.14, 0.07, 0.07, 0.07, 0.06, -0.16, -0.12, 0.07, 0.07, 0.08, 0.07, -0.20, -0.11, 0.08, 0.08, 0.08, 0.08, -0.18, -0.11, 0.07, 0.07, 0.07, 0.07]
}


{
  "formula": "C3H2N3PS",
  "method": "ωB97M-V with the def2-TZVPD basis set",
  "smiles": "SC1=NN=P#C1.C#N",
  "de_lowest_kcal_mol": 101.1,
  "orbital_gap_ha": 0.2965,
  "multiplicity": 1,
  "energy_ev": -27731.1075,
  "e_homo_ev": -8.66,
  "elements": ["C", "C", "C", "N", "N", "N", "P", "S", "H", "H"],
  "positions_angstrom": [[0.8092, -0.5137, 0.3229], [0.7332, 0.8228, -0.0240], [-2.5995, -1.6320, 0.4350], [-1.4716, -1.4138, 0.2443], [1.9049, 0.9894, -0.5222], [2.6729, -0.1641, -0.4090], [2.0940, -1.5767, 0.3113], [-0.5922, 2.0095, -0.1867], [0.1352, 3.0922, -0.8468], [-3.6862, -1.6136, 0.6751]],
  "forces_ev_per_angstrom": [[-0.26, -0.14, 0.39], [-1.83, -0.37, -0.38], [0.95, 1.12, 0.06], [-2.51, -0.67, 0.58], [2.66, 0.67, -0.93], [-0.47, 0.22, 0.60], [-0.29, 0.58, -0.47], [1.07, 1.03, -0.52], [-0.78, -2.07, 1.10], [1.45, -0.36, -0.43]],
  "lowdin_charge": [-0.39, -0.86, 0.00, 0.08, -0.10, -0.32, 0.86, 0.69, -0.06, 0.09]
}